The following is a quantum chemistry calculation of an isolated ion of composition C11H22N4O2P and charge +1, from the OMol25 dataset.

```
40
Properties=species:S:1:pos:R:3:nbo_charge:R:1
C 2.644 -0.435 2.475 -0.40
O -0.542 0.122 0.742 -0.38
H -1.482 2.512 1.432 0.51
H -2.007 -1.915 0.908 0.21
C 0.748 -0.319 -3.681 -0.23
H 1.350 -2.271 -4.327 0.22
H 0.302 3.307 -1.415 0.41
C -0.310 -1.694 -1.606 0.03
N -3.114 -0.480 1.976 -0.82
H -0.724 -2.263 -0.779 0.21
O -2.135 2.387 0.729 -0.96
H -3.278 0.566 -0.300 0.23
C 1.359 0.328 2.146 -0.42
H 1.167 0.192 -4.538 0.24
H 1.313 0.799 0.031 0.21
H 3.758 -1.041 0.701 0.21
N -1.178 0.328 -0.530 -0.21
C -2.586 -0.273 -0.423 -0.23
H 3.609 0.693 0.850 0.20
H 0.181 3.433 0.207 0.41
P -1.538 2.203 -0.742 1.48
H 0.011 1.469 -2.782 0.22
H 4.739 -0.219 1.892 0.23
H -2.819 -0.723 -1.386 0.24
H -3.196 -1.147 2.737 0.37
N 0.319 -2.376 -2.546 -0.37
H -3.685 -1.831 0.431 0.20
C -0.441 -0.312 -1.631 0.05
C 0.838 -1.695 -3.565 0.06
H 2.415 -1.502 2.544 0.21
H 0.552 0.055 2.829 0.23
C 3.756 -0.223 1.427 -0.62
C 0.097 0.396 -2.688 -0.17
H 3.017 -0.090 3.440 0.22
H 1.573 1.397 2.249 0.20
H 1.219 -0.946 0.408 0.19
N 0.029 2.804 -0.575 -1.20
C 0.907 0.057 0.712 -0.10
C -2.827 -1.218 0.743 -0.24
H -4.043 -0.074 1.902 0.36
```

Calculated values
Charge: +1
Energy (eV): -31100.5998
Gap between HOMO and LUMO (eV): 9.98
Structure (SMILES): CCCCO[N@+](CCN)(c1cccnc1)P(N)O

The following is a quantum chemistry calculation of C11H22OS4 as an isolated structure, from the OMol25 dataset.

```
38
Properties=species:S:1:pos:R:3:nbo_charge:R:1
H -0.900 1.822 -1.621 0.25
H 1.997 1.594 1.768 0.23
C -2.396 -0.771 0.829 -0.55
O -0.982 -2.661 1.398 -0.74
C -1.952 -2.151 0.435 0.09
C 2.093 1.302 0.736 -0.57
H -1.450 -0.138 0.802 0.23
C -1.793 2.441 0.586 -0.44
C 3.378 -0.644 -0.697 -0.58
S 0.264 -1.469 -1.215 0.20
H -3.791 2.222 -0.506 0.22
H 3.566 -2.467 0.011 0.23
C -0.984 2.669 -0.721 -0.61
H -2.168 -1.559 -1.715 0.27
H 0.887 -3.251 -0.012 0.22
S -3.453 0.142 -0.399 0.17
H -2.967 -2.754 0.224 0.17
C 2.227 2.489 -0.176 -0.52
C -3.185 1.799 0.340 -0.51
H 3.019 3.337 0.586 0.25
H -1.367 -3.264 -1.225 0.21
H -3.685 1.909 1.259 0.21
H -0.717 -3.571 1.412 0.49
C -1.468 -2.137 -1.039 -0.55
C 1.285 -2.199 -0.030 -0.60
H 2.888 2.209 -1.262 0.24
H -1.149 2.080 1.446 0.23
H 1.048 0.798 0.410 0.23
H -1.975 3.402 0.941 0.22
S 0.530 3.411 -0.424 0.17
H 2.759 -2.483 -1.569 0.20
H 4.418 -0.993 -1.158 0.24
H 2.804 0.063 -1.381 0.23
H 1.240 -2.039 1.137 0.24
H -2.845 -0.904 1.801 0.23
S 3.687 0.239 0.747 0.21
H -1.545 3.522 -1.229 0.25
C 2.681 -1.993 -0.488 -0.44
```

Calculated values
Charge: 0
Energy (eV): -57146.3023
Gap between HOMO and LUMO (eV): 8.88
Energy above the lowest of the compared OMol25 structures with the same formula, charge and spin (kcal per mole): 148.3

The following is a quantum chemistry calculation of C11H23AuF6NO4P2S2Te as an isolated structure, from the OMol25 dataset.

```
51
Properties=species:S:1:pos:R:3:lowdin_spin:R:1
C 3.035 -2.220 -3.151 0.03
H 2.786 -1.731 -4.097 0.01
F 2.141 -2.747 1.506 0.00
C 4.642 -0.247 -1.649 0.02
C -2.035 3.692 -2.897 0.00
H -2.755 -0.926 4.295 0.00
C -1.481 1.254 -2.548 0.00
C -1.077 0.285 4.909 0.00
O -0.513 2.176 -0.025 0.03
H -4.966 1.430 1.597 0.00
O -1.824 -0.049 2.646 0.01
H -2.862 4.217 -2.415 0.00
N -1.519 2.622 -2.046 0.00
H 5.066 0.498 -0.981 0.00
C -2.268 0.010 4.025 0.00
F 2.410 -2.555 3.780 0.00
H -0.376 -0.545 4.884 0.00
Au 0.379 -0.224 0.164 0.45
P -2.531 -0.915 1.532 0.06
H 4.120 -2.293 -3.082 0.00
S 0.833 -1.814 -1.643 0.55
H -4.876 2.026 -0.809 0.00
C -1.049 2.928 -0.830 0.00
C -4.214 0.991 0.943 0.00
F 1.105 -1.051 2.636 0.02
F 0.131 -2.587 4.036 0.01
O -4.027 -0.372 1.398 0.04
H -3.001 0.815 4.093 0.00
H -3.891 0.584 -1.142 0.00
S 2.592 0.455 -0.045 0.44
H 2.616 -3.225 -3.183 0.01
C -4.668 1.000 -0.500 0.00
O -1.777 -0.661 0.261 0.03
F -0.137 -2.768 1.778 0.06
H 4.752 0.104 -2.677 0.01
H -1.188 3.994 -0.580 0.00
Te -3.072 -3.159 2.221 0.84
H -2.298 1.108 -3.253 0.00
H -0.533 1.033 -3.046 0.00
C 3.193 -0.491 -1.311 0.18
P 1.171 -2.691 2.785 0.00
F 1.172 -4.285 2.903 0.00
H -5.575 0.407 -0.618 0.00
H 5.219 -1.168 -1.544 0.01
H -0.560 1.186 4.574 0.00
H -1.421 0.435 5.934 0.00
H -2.401 3.257 -3.821 0.00
H -1.260 4.417 -3.147 0.00
C 2.443 -1.441 -2.003 0.20
H -1.607 0.559 -1.723 0.00
H -3.284 1.551 1.055 0.00
```

Calculated values
Charge: 0
Energy (eV): -89005.8765
Gap between HOMO and LUMO (alpha / beta) (eV): 8.28 / 6.61
Energy above the lowest of the compared OMol25 structures with the same formula, charge and spin (kcal per mole): 0.0
2S+1: 4

The following is a quantum chemistry calculation of C11H23AuN5O4 as an isolated structure, from the OMol25 dataset.

```
44
Properties=species:S:1:pos:R:3:nbo_charge:R:1
C -2.060 1.171 3.089 -0.43
H 5.149 -3.627 -1.299 0.24
C 4.523 -2.992 -1.924 -0.43
H 2.913 -2.231 -0.624 0.25
H -0.107 -0.588 2.372 0.38
H -1.762 3.722 2.145 0.46
H 4.951 -0.232 -3.597 0.43
H -2.413 4.732 -1.070 0.41
H 6.259 -1.818 -2.481 0.21
N -2.790 3.858 1.979 -0.58
H -4.658 3.548 2.930 0.20
C 5.352 -2.208 -2.935 -0.22
C -3.506 1.693 2.971 -0.41
O -0.325 3.220 1.939 -0.74
Au 0.886 0.032 -0.369 0.69
H -1.243 4.574 0.194 0.44
H -5.147 3.804 0.985 0.42
H 5.615 -2.766 -3.828 0.23
H 4.480 -1.467 -0.377 0.22
H 3.688 -1.347 -4.029 0.47
N -0.708 -0.351 1.592 -0.86
C 2.104 -1.106 -2.859 0.78
H -1.429 -1.056 1.529 0.38
H -3.244 3.575 3.948 0.22
O 2.161 -1.476 -4.058 -0.66
H 3.506 0.187 -1.814 0.25
C 3.813 -1.887 -1.128 -0.41
H -1.933 1.165 0.920 0.21
N 4.454 -1.061 -3.301 -0.55
N -4.422 4.041 0.335 -0.79
H -4.093 1.327 3.816 0.23
C -0.121 2.039 1.564 0.80
O 0.975 1.638 1.051 -0.75
C 3.473 -0.830 -2.191 -0.18
C -3.150 4.142 0.755 0.67
N -2.200 4.510 -0.118 -0.78
C -3.620 3.215 2.995 -0.22
H -3.974 1.286 2.065 0.20
O 1.061 -1.008 -2.159 -0.73
H -1.506 1.803 3.788 0.23
H 3.799 -3.625 -2.439 0.23
C -1.261 0.999 1.766 -0.18
H -2.109 0.182 3.541 0.22
H -4.701 4.416 -0.554 0.42
```

Calculated values
Charge: +1
Energy (eV): -31109.2080
Gap between HOMO and LUMO (eV): 8.97

The following is a quantum chemistry calculation of C11H23BMnN5O2S as an isolated structure, from the OMol25 dataset.

```
44
Properties=species:S:1:pos:R:3:lowdin_spin:R:1
B 0.558 -0.281 -0.447 -0.05
C -3.654 -0.894 0.790 0.00
H 1.131 -2.740 2.842 0.00
H -4.845 -0.022 2.985 0.00
H 0.074 -2.513 1.434 0.00
H 3.425 0.168 2.024 0.00
H 0.104 -1.318 2.745 0.00
H 2.099 0.034 3.196 0.00
C 2.817 -3.440 0.691 0.00
C 1.815 -1.210 1.485 0.00
N -3.595 0.357 1.359 0.01
S -0.727 3.021 -1.293 0.00
H -2.460 2.100 0.924 0.00
C -2.755 -0.908 -0.223 0.01
H 0.629 0.904 -3.928 0.00
H 3.447 -3.642 1.583 0.00
Mn -0.900 0.784 -1.714 3.02
O 1.185 -0.133 0.698 -0.02
H -0.060 3.005 -4.854 0.00
C 0.713 -2.003 2.158 0.00
H -0.314 5.234 -4.096 0.00
N -0.269 1.313 -3.665 0.00
H -3.840 1.430 3.146 0.00
H 3.446 -0.230 -0.424 0.00
H -2.512 -1.702 -0.909 0.00
C -4.441 0.839 2.461 0.00
H -4.333 -1.651 1.144 0.00
C 3.649 -1.288 -0.295 0.00
H 3.293 -1.259 3.083 0.00
N -0.237 2.701 -3.904 0.00
N -2.154 0.344 -0.286 -0.02
C 2.734 -0.521 2.506 0.00
H 1.864 -3.907 0.938 0.00
O 0.193 -0.839 -1.529 0.03
H 3.808 -1.824 -1.232 0.00
H -0.688 5.521 -2.439 0.00
C -2.690 1.071 0.700 0.01
N -0.495 4.856 -3.175 0.00
C 2.742 -1.995 0.595 0.00
H -0.970 0.904 -4.289 0.00
H 4.629 -1.372 0.218 0.00
H -5.256 1.438 2.060 0.00
H 3.324 -3.904 -0.151 0.00
C -0.485 3.571 -2.909 0.01
```

Calculated values
Charge: +3
Energy (eV): -66132.7140
Gap between HOMO and LUMO (alpha / beta) (eV): 7.25 / 6.99
Energy above the lowest of the compared OMol25 structures with the same formula, charge and spin (kcal per mole): 26.9
2S+1: 4

The following is a quantum chemistry calculation of C11H23Cl10O as an isolated structure, from the OMol25 dataset.

```
45
Properties=species:S:1:pos:R:3:nbo_charge:R:1
H 0.160 1.310 -2.393 0.27
C 2.684 -0.946 1.732 -0.41
H 0.367 -0.900 -1.269 0.11
H -1.116 0.496 -1.534 0.27
H -1.045 -4.651 0.895 0.21
H -1.317 1.335 1.649 0.21
H 1.636 -1.780 3.389 0.21
H 3.569 -1.152 1.130 0.23
H 0.625 -0.314 0.412 0.08
H 0.129 0.369 2.027 0.22
C 2.624 -1.894 2.943 -0.37
H -1.745 -2.482 -0.156 0.20
H -0.109 -1.877 -0.082 0.25
C -0.332 2.234 -2.700 -0.41
H -2.973 1.645 -2.939 0.23
C -2.137 0.118 -1.598 -0.45
Cl 2.850 -3.635 2.519 -0.10
C -0.488 -3.732 1.077 -0.37
H -0.537 3.092 3.400 0.22
H 0.144 4.166 -3.278 0.21
C -0.701 -2.792 -0.118 -0.44
H 1.082 2.872 -4.211 0.22
C 0.761 -0.096 -0.647 -0.23
C -0.283 1.378 1.990 -0.44
H 1.847 -1.123 1.057 0.24
Cl 0.545 2.315 0.779 0.01
O 2.008 0.439 -1.054 -0.97
Cl 2.037 3.334 -2.149 -0.01
Cl 2.623 0.780 2.268 -0.04
C -2.773 0.573 -2.915 -0.40
Cl -1.153 -3.157 2.657 -0.11
C -0.210 2.053 3.373 -0.35
Cl -1.252 2.824 -1.300 -0.07
H -2.356 0.240 -3.865 0.22
H 0.575 -3.911 1.234 0.23
Cl -0.278 -3.562 -1.636 -0.05
Cl 1.489 2.001 4.065 -0.08
H 0.014 0.678 -0.818 0.09
C 0.669 3.211 -3.261 -0.40
H -2.620 0.557 -0.725 0.22
Cl -4.423 -0.069 -2.923 -0.09
H 3.438 -1.698 3.641 0.21
Cl -2.128 -1.653 -1.412 0.00
H -0.762 1.474 4.114 0.21
H -1.138 1.934 -3.369 0.21
```

Calculated values
Charge: -1
Energy (eV): -139045.6174
Gap between HOMO and LUMO (eV): 5.88